The following is a DFT calculation (the ωB97M-V functional and the def2-TZVPD basis) of a structure of composition C4H7N3O at a distorted geometry.

## Properties
F_max	5.49	eV/A
HOMO level	-0.3094	Ha
Kohn-Sham gap	9.103	eV
total charge	0
lowest unoccupied orbital energy	0.684	eV
total energy	-395.81537	a.u.

Geometry (Å):
H 2.553 0.791 -0.705
H -0.396 1.364 -1.471
H 1.358 2.062 1.143
C 1.510 0.252 -0.446
C 0.844 1.043 0.617
N -2.007 -0.771 -0.316
H -0.074 0.386 1.258
C -0.756 -0.372 -0.468
N 0.107 -1.519 0.166
H -0.029 -1.222 1.473
O -2.885 0.260 0.002
H 1.862 -1.822 -0.789
H -3.647 -0.106 0.432
N 1.532 -1.113 -0.101
C 0.028 0.766 -0.795

Forces on atoms 1 to 2 (eV/Å):
-2.75 -1.55 -0.18
-0.75 2.87 -2.63